1.
This record from the Open Molecules 2025 dataset describes a gas-phase ion, C8H14N2O2PS (charge +1). The level of theory is the ωB97M-V functional and the def2-TZVPD basis.

Its HOMO energy is -12.7 eV. As for the charge: +1. As for the LUMO energy: -0.10781 hartree. Its frontier orbital gap is 0.3586 hartree.

Geometry (Å):
C: 1.29 -0.61 -1.43
C: 1.07 0.63 -1.01
C: -0.67 -1.99 -0.80
C: 0.28 1.47 -0.26
C: 1.44 3.56 1.01
C: 0.02 -0.77 2.98
C: -1.35 -3.88 -2.86
C: -0.01 3.67 0.49
N: -0.77 -1.65 0.49
N: 0.15 -1.59 -1.74
O: 0.12 1.00 1.07
O: -0.19 2.64 -0.57
P: -0.75 -0.35 1.46
S: -1.76 -3.26 -1.21
H: 2.25 -1.10 -1.46
H: 1.56 2.57 1.51
H: 2.37 3.90 0.48
H: 1.41 4.28 1.88
H: 1.11 -0.65 2.75
H: -0.31 -1.70 3.21
H: -0.11 -0.23 3.94
H: -1.99 -3.41 -3.60
H: -1.78 -4.85 -2.94
H: -0.30 -3.79 -3.28
H: -0.18 4.52 -0.09
H: -0.87 3.47 1.22
H: 0.14 -2.05 -2.70
H: -2.15 0.17 1.45

Mulliken population analysis, charges in e, atoms 1 to 6: C -0.704; C -0.163; C 0.748; C 0.634; C -0.825; C -0.973

***

2.
This record from the Open Molecules 2025 dataset describes a molecular structure, C8H14N2O2PS. The level of theory is the ωB97M-V functional and the def2-TZVPD basis.

Its HOMO energy (spin up / spin down) is -10.5 / -10.5 eV. As for the charge: +1. As for the LUMO energy (spin up / spin down): -0.16788 / -0.16785 hartree. Its frontier orbital gap (spin up / spin down) is 0.2167 / 0.2167 hartree.

Geometry (Å):
C: 0.01 -1.39 -0.11
C: -0.17 -0.06 -0.01
C: 0.46 -1.50 -2.42
C: -0.60 0.61 1.17
C: 0.82 1.11 3.75
C: -1.62 3.13 -1.34
C: 1.16 -3.93 -3.87
C: -0.58 0.69 3.62
N: 0.14 0.79 -1.06
N: 0.41 -2.12 -1.30
O: -0.82 2.00 0.99
O: -0.71 0.03 2.32
P: -0.29 2.30 -0.60
S: 0.87 -2.06 -3.95
H: -0.18 -1.95 0.80
H: 1.06 1.80 4.45
H: 1.71 0.45 3.79
H: 1.09 1.73 2.85
H: -1.92 3.80 -0.54
H: -2.33 2.35 -1.42
H: -1.23 3.47 -2.27
H: 0.22 -4.30 -4.04
H: 1.50 -4.11 -2.86
H: 1.90 -4.26 -4.70
H: -1.25 1.48 3.69
H: -0.87 -0.04 4.34
H: 0.51 -3.18 -1.16
H: 0.70 3.16 -0.13

Mulliken population analysis, charges in e, atoms 1 to 6: C -0.553; C 0.585; C -0.285; C 0.642; C -1.032; C -0.801

***

What should be chosen as the least stable of them? Choose 2.

***

1.
This record from the Open Molecules 2025 dataset describes a gas-phase ion, C5H11NO (charge -1). The level of theory is the ωB97M-V functional and the def2-TZVPD basis.

As for the spin multiplicity: 2. Its HOMO energy (spin up / spin down) is 0.6 / -1.6 eV. As for the charge: -1. As for the expectation value of S²: 0.755. As for the LUMO energy (spin up / spin down): 0.14235 / 0.13802 hartree. Its frontier orbital gap (spin up / spin down) is 0.1193 / 0.1985 hartree.

Geometry (Å):
C: 1.96 -1.23 0.03
O: 2.74 -0.18 -0.64
C: 0.47 -0.89 0.50
C: -0.12 -0.16 -0.74
C: -1.28 0.65 -0.13
C: -1.99 0.10 0.85
N: -1.40 2.13 -0.30
H: 1.87 -2.16 -0.62
H: 2.65 -1.44 0.94
H: 2.39 0.74 -0.78
H: 0.65 -0.29 1.41
H: 0.04 -1.88 0.77
H: -0.55 -0.89 -1.44
H: 0.46 0.47 -1.32
H: -1.44 -0.29 1.77
H: -3.13 0.12 0.87
H: -1.05 2.64 -1.19
H: -2.29 2.56 0.03

Mulliken population analysis, charges in e, atoms 1 to 6: C -0.350; O -0.552; C -0.834; C -0.246; C -0.940; C -0.333

***

2.
This record from the Open Molecules 2025 dataset describes 2 unconnected molecules or ions with the total composition C5H11NO. The level of theory is the ωB97M-V functional and the def2-TZVPD basis.

As for the spin multiplicity: 2. Its HOMO energy (spin up / spin down) is 1.2 / -5.0 eV. As for the charge: -1. As for the expectation value of S²: 0.751. As for the LUMO energy (spin up / spin down): 0.13713 / 0.13280 hartree. Its frontier orbital gap (spin up / spin down) is 0.0929 / 0.3178 hartree.

Geometry (Å):
N: -0.44 -1.18 -1.65
C: 0.30 0.02 -1.63
C: 0.39 0.66 -2.85
C: 1.46 0.51 2.03
C: 0.97 -0.12 0.79
C: 0.44 0.59 -0.24
H: 0.29 -1.86 -1.34
H: -1.00 -1.44 -2.46
H: 0.43 0.22 -3.92
H: 0.50 1.78 -2.99
H: 1.96 1.44 1.96
H: 2.07 -0.07 2.72
H: 0.41 0.78 2.60
H: 1.07 -1.25 0.68
H: 0.28 1.49 0.12
H: -3.02 0.29 2.07
H: -3.10 -1.25 2.41
O: -3.02 -0.60 1.71

Mulliken population analysis, charges in e, atoms 1 to 6: N -0.624; C 0.350; C -0.917; C -1.599; C 0.423; C -1.017

***

What should be chosen as the least stable of them? Choose 1.

***

1.
This record from the Open Molecules 2025 dataset describes 19 unconnected molecules or ions with the total composition H39O19. The level of theory is the ωB97M-V functional and the def2-TZVPD basis.

Its HOMO energy is -13.0 eV. As for the charge: +1. As for the LUMO energy: -0.10852 hartree. Its frontier orbital gap is 0.3707 hartree.

Geometry (Å):
O: -3.77 2.19 -1.43
H: -1.77 4.91 1.29
H: -4.60 1.68 -1.45
O: 1.14 4.37 -2.20
H: 1.11 3.46 -1.79
H: -2.25 -3.16 0.09
O: 1.85 0.36 1.12
H: 0.04 -2.93 1.95
H: -1.88 4.77 -0.30
O: -1.42 -3.66 -0.23
H: -2.96 -1.81 1.59
H: 2.06 0.68 2.01
O: 1.89 -3.09 -1.32
H: 2.38 -2.17 -1.36
H: 2.44 -3.46 -2.05
O: 1.85 3.20 1.06
H: 2.89 1.56 -2.89
H: 1.36 4.06 0.85
O: -3.44 -2.65 1.29
H: 1.47 -3.01 0.69
H: 0.23 4.66 -2.04
O: -1.80 4.29 0.50
H: -2.97 -1.89 -2.21
O: -0.48 -1.76 -1.61
H: 0.36 -2.09 -2.07
H: -0.68 -0.87 -1.81
O: -2.61 2.46 2.60
H: -0.81 -2.97 -0.79
H: -0.98 -4.08 0.55
O: 0.94 -2.16 0.50
H: 1.42 1.20 0.82
H: 1.37 -1.39 0.88
O: -0.67 -3.43 2.43
H: -1.09 -2.62 2.91
H: -3.13 2.86 3.29
O: -2.30 -0.15 1.17
H: -3.25 2.51 1.92
H: 2.57 3.39 0.41
O: -3.44 -1.74 -1.38
H: -3.10 -0.88 -1.18
H: 1.82 1.01 -1.84
O: 3.30 -1.22 2.92
H: 2.88 -1.77 3.54
H: -4.35 -2.58 1.01
O: 4.82 -1.94 0.67
H: -1.46 2.98 -1.97
H: 3.95 -1.56 0.81
O: -0.88 2.71 -2.68
H: -3.40 1.93 -0.56
H: -1.36 2.55 -3.50
O: 2.49 1.73 -2.01
H: -1.64 -0.16 0.49
H: 4.26 -1.54 2.75
O: 2.92 -0.62 -1.23
H: 3.23 0.23 -1.64
H: 3.11 -0.38 -0.34
H: -2.34 0.63 1.76
H: 4.69 -2.64 0.01

Mulliken population analysis, charges in e, atoms 1 to 6: O -0.603; H 0.287; H 0.302; O -0.582; H 0.268; H 0.475

***

2.
This record from the Open Molecules 2025 dataset describes 19 unconnected molecules or ions with the total composition H39O19. The level of theory is the ωB97M-V functional and the def2-TZVPD basis.

Its HOMO energy is -13.8 eV. As for the charge: +1. As for the LUMO energy: -0.12002 hartree. Its frontier orbital gap is 0.3857 hartree.

Geometry (Å):
O: 0.38 2.91 -1.10
H: 3.11 -3.08 2.00
H: 0.08 3.82 -0.96
O: -3.23 1.47 1.48
H: -3.47 0.72 0.94
H: -3.93 1.78 2.05
O: 0.80 -1.26 1.30
H: 0.48 -1.52 2.17
H: 0.53 -0.33 1.24
O: -2.68 -1.81 1.49
H: -3.49 -1.86 0.98
H: 2.41 0.18 3.24
O: -0.06 2.87 3.03
H: -0.33 3.55 2.39
H: -0.74 2.31 2.60
O: -2.86 3.07 -2.27
H: -2.11 3.57 -1.95
H: -3.32 2.62 -1.57
O: 0.73 -3.71 0.25
H: 1.82 -2.67 2.77
H: 1.27 -3.73 -0.61
O: 2.22 -3.37 2.25
H: 1.43 -3.38 1.00
O: -1.48 -2.67 -2.53
H: -1.22 -2.32 -3.39
H: -2.08 -3.36 -2.80
O: -3.25 -0.83 -1.16
H: -2.39 -1.21 -0.94
H: 1.42 0.08 -2.01
O: 2.24 -3.23 -1.75
H: 0.30 -2.84 0.12
H: 2.97 -2.77 -1.33
O: 3.06 -0.48 3.01
H: 3.61 -0.03 2.36
H: 1.78 -2.55 -2.24
O: -0.64 -0.11 3.69
H: -3.34 -0.77 -2.11
H: 1.28 2.94 -1.44
O: -1.24 3.61 -0.12
H: -0.55 4.23 -0.36
H: -2.36 -2.65 1.80
O: -0.06 1.16 0.90
H: 0.74 1.58 0.59
H: -0.79 1.62 0.48
O: -0.91 1.68 -4.08
H: 1.24 1.14 -3.84
H: -1.32 1.56 -3.21
O: 1.54 1.91 -3.35
H: -0.34 2.40 -3.78
H: 0.86 2.21 -2.73
O: 1.86 -0.38 -1.27
H: 1.60 0.34 -0.68
H: -1.08 0.46 3.05
O: 3.78 -1.30 0.35
H: 3.49 -0.84 -0.45
H: 2.92 -1.65 0.61
H: -0.33 0.46 4.37
H: -1.60 3.75 0.76

Mulliken population analysis, charges in e, atoms 1 to 6: O -0.448; H 0.370; H 0.085; O -0.509; H 0.265; H 0.261

***

What should be chosen as the least stable of them? Choose 2.